{
  "formula": "H20O10",
  "method": "ωB97M-V/def2-TZVPD",
  "de_lowest_kj_mol": 222.7,
  "e_homo_ev": -10.35,
  "symbols": ["O", "H", "H", "O", "H", "H", "O", "H", "H", "O", "H", "H", "O", "H", "H", "O", "H", "H", "O", "H", "H", "O", "H", "H", "O", "H", "H", "O", "H", "H"],
  "positions_angstrom": [[1.505, -1.871, 3.632], [2.016, -1.384, 2.959], [2.015, -2.669, 3.803], [1.457, -0.890, -2.258], [1.027, -0.537, -1.439], [2.275, -1.275, -1.929], [-0.120, 1.680, -2.515], [-0.714, 1.640, -3.274], [0.468, 0.914, -2.625], [-1.866, 1.927, -0.295], [-2.263, 1.052, -0.479], [-1.189, 2.046, -0.991], [-1.003, -2.401, -2.203], [-0.205, -1.863, -2.022], [-1.164, -2.282, -3.145], [-2.673, -0.723, -0.648], [-3.148, -1.166, 0.066], [-2.483, -1.424, -1.300], [-3.484, 2.031, 1.909], [-4.019, 2.780, 1.633], [-2.964, 1.797, 1.114], [0.275, -0.241, 0.036], [-0.633, -0.055, 0.327], [0.738, -0.537, 0.834], [1.924, 1.880, 0.856], [2.420, 1.384, 1.527], [1.319, 1.221, 0.461], [3.108, -0.387, 1.942], [3.585, -0.119, 2.742], [3.798, -0.528, 1.281]],
  "atomic_forces_ev_per_a": [[0.1, 0.2, -0.2], [-0.3, -0.5, 0.3], [-0.1, 0.0, 0.0], [-0.3, 0.3, 0.4], [0.3, -0.2, -0.2], [0.1, 0.0, -0.2], [0.1, -0.3, -0.2], [0.0, 0.1, 0.0], [0.0, 0.3, 0.0], [0.1, -0.4, -0.3], [0.2, 0.4, -0.4], [-0.3, -0.1, 0.3], [-0.1, 0.3, 0.0], [-0.3, -0.4, -0.3], [0.1, -0.1, 0.0], [-0.3, -0.4, 0.1], [0.0, 0.1, -0.1], [0.4, 0.2, 0.2], [0.0, -0.4, -0.2], [0.1, 0.0, 0.0], [-0.2, 0.7, 0.6], [0.0, -0.2, 0.7], [0.0, 0.1, -0.3], [-0.2, -0.2, -0.1], [0.1, -0.2, 0.0], [-0.4, 0.3, -0.5], [0.3, 0.7, 0.2], [0.6, 0.0, 0.2], [-0.1, 0.0, -0.1], [-0.1, 0.0, 0.0]]
}